Record 1
Molecular formula: C20H10BrF6N6O5ReS2
Method: DFT, ωB97M-V/def2-TZVPD

Cartesian coordinates (Å):
C -0.995 2.155 -1.188
C 3.622 -1.854 -4.276
C 0.306 -4.189 1.818
O -3.165 -1.900 -1.205
C 1.546 0.350 5.008
C 0.506 0.753 2.879
S -1.771 -2.077 -1.053
Br 1.429 0.152 6.875
Re 0.705 -0.024 -0.295
C -3.540 3.056 -0.547
C 2.561 -1.529 -2.311
F 1.229 -3.984 2.742
C -0.973 3.419 -3.232
H -3.475 4.151 -2.376
C -1.156 -3.052 -2.500
C 0.424 0.647 4.275
N 0.238 1.619 -1.491
H 1.803 1.544 -2.808
H -1.448 4.107 -3.922
O 1.885 0.797 0.910
F -0.698 -4.882 2.316
N 1.903 -0.902 -1.543
C 0.843 1.999 -2.604
F -1.301 -2.320 -3.592
O -0.908 -1.885 2.424
C 1.756 0.605 2.250
H -1.375 1.814 2.620
C -1.596 1.777 0.034
C -0.635 1.192 2.122
F 0.129 -3.331 -2.313
O -0.992 -0.791 -1.187
H -3.333 1.878 1.260
C -2.856 2.200 0.343
C 2.894 0.360 3.009
N 3.982 -1.546 -5.326
N -1.331 -2.923 0.167
N -0.736 0.984 0.852
F 0.828 -4.812 0.778
C -2.953 3.482 -1.705
C 0.273 2.919 -3.493
S -0.321 -2.530 1.298
H -4.540 3.381 -0.297
C -1.654 3.037 -2.054
H 3.664 -0.001 4.967
H 3.850 0.275 2.511
C 2.785 0.212 4.376
F -1.851 -4.165 -2.594
O 0.904 -1.891 0.746
H -0.532 0.777 4.766
N 3.246 -2.247 -3.052
H 0.820 3.193 -4.383

Atoms 1-2, force components in eV/Å:
C -0.003 -0.005 0.006
C 0.055 0.055 0.051

Output
Orbital gap (alpha / beta)   6.53 / 7.02 eV
Expectation value of S²   0.758
HOMO energy (alpha / beta)   -11.7761 / -11.9487 eV
Spin multiplicity   2
Total charge   +1
Energy above the lowest of the compared OMol25 structures with the same formula, charge and spin   1.9 kJ/mol

***

Record 2
Molecular formula: C6H10IN
Method: DFT, ωB97M-V/def2-TZVPD

Cartesian coordinates (Å):
H 0.800 -0.218 -2.274
C 0.694 -1.740 0.817
C -1.154 -0.123 1.329
H -0.596 0.254 2.184
C 1.092 0.533 -1.559
C 0.673 0.478 -0.296
C 1.071 1.481 0.620
H 1.339 -2.150 0.043
N 1.383 2.299 1.361
H 0.079 -2.543 1.217
H 1.319 -1.352 1.619
H -2.140 1.850 -1.957
I -1.735 1.837 -3.476
H -0.779 -1.046 -0.581
C -0.199 -0.632 0.250
H 1.732 1.321 -1.917
H -1.782 0.682 0.953
H -1.798 -0.931 1.667

Atoms 1-2, force components in eV/Å:
H -0.110 -0.148 -0.048
C -0.138 0.056 -0.134

Output
Orbital gap   10.22 eV
Structure (SMILES)   C=C(C#N)C(C)C.I
HOMO energy   -9.8179 eV
Spin multiplicity   1
Energy above the lowest of the compared OMol25 structures with the same formula, charge and spin   0.0 kJ/mol

***

Record 3
Molecular formula: C3H7N2O3
Method: DFT, ωB97M-V/def2-TZVPD

Cartesian coordinates (Å):
C -1.744 -1.239 -0.309
O -2.017 1.192 -1.275
N -1.209 1.036 -0.310
H -1.728 -2.177 0.329
C 1.934 1.153 0.371
O 2.196 -0.385 -1.329
N 1.844 -0.150 -0.154
H 0.985 1.640 0.180
H -0.082 -0.078 0.808
H -2.730 -0.912 -0.564
H 2.601 1.738 -0.336
H -1.410 -1.547 -1.357
O -0.541 2.083 0.212
C -0.999 -0.101 0.248
H 2.084 1.073 1.530

Atoms 1-2, force components in eV/Å:
C 0.837 -2.082 -0.860
O 0.110 0.290 0.143

Output
Orbital gap (alpha / beta)   7.22 / 6.15 eV
Expectation value of S²   2.009
HOMO energy (alpha / beta)   -3.0439 / -3.2882 eV
Spin multiplicity   3
Total charge   -1
Energy above the lowest of the compared OMol25 structures with the same formula, charge and spin   0.0 kJ/mol

***

Record 4
Molecular formula: C10H16
Method: DFT, ωB97M-V/def2-TZVPD

Cartesian coordinates (Å):
C -2.674 1.093 0.218
C 1.608 -0.258 1.152
H -0.726 1.378 -1.928
H -3.114 2.003 0.589
H 1.402 -3.441 0.540
C -1.460 0.629 -1.998
C 1.606 -2.424 0.331
H 1.344 1.770 2.368
H 2.609 -0.146 -1.980
H -1.141 -0.277 -1.381
C -2.758 1.014 -1.312
H 1.222 -2.016 2.380
H -3.595 0.214 -1.442
H -1.741 0.475 -3.100
H 0.414 0.448 2.744
H -1.677 1.077 0.661
C 1.982 -1.930 -0.815
C 1.411 0.696 2.364
H 1.910 1.483 -0.085
C 1.874 0.408 -0.071
H 2.320 -2.520 -1.651
H -3.054 0.104 0.637
C 2.073 -0.496 -1.044
H -3.292 1.940 -1.755
C 1.478 -1.576 1.415
H 1.980 0.353 3.163

Atoms 1-2, force components in eV/Å:
C 0.462 -1.499 0.506
C -0.355 4.757 2.450

Output
Orbital gap   9.87 eV
Structure (SMILES)   Cc1ccccc1.CCC
HOMO energy   -8.8976 eV
Spin multiplicity   1
Energy above the lowest of the compared OMol25 structures with the same formula, charge and spin   212.1 kJ/mol

***

Record 5
Molecular formula: C20H44Cl6O11P2
Method: DFT, ωB97M-V/def2-TZVPD

Cartesian coordinates (Å):
H -2.839 -2.021 -0.514
H 1.521 -4.371 -5.577
H 2.952 -5.472 2.986
O -3.046 0.374 5.735
H -6.236 0.409 -2.599
C 0.696 -3.746 -5.917
Cl 3.103 -0.383 0.863
H -0.722 -2.604 -3.220
O 3.224 4.119 1.184
C 0.935 -1.894 -4.434
H -5.707 1.707 -3.564
O -4.308 -0.505 -0.421
H -5.416 0.213 5.086
C 3.045 -4.399 2.820
C 5.242 5.206 0.907
H 2.189 3.832 -3.540
C 2.384 -3.685 3.966
C -0.629 -1.377 4.548
Cl 2.193 0.139 -1.895
C -5.898 1.442 -2.525
H -1.273 -1.913 -4.698
C 4.158 3.115 0.775
H 4.115 -4.199 2.771
H 4.930 4.046 -0.919
H 0.673 -1.726 -6.533
H -0.614 -2.275 5.165
H -1.899 2.018 -2.862
H 2.286 -2.237 -6.082
H 2.383 -3.008 1.195
H 4.436 2.680 1.735
H -4.421 -2.538 -0.139
H 3.615 2.510 0.049
C 1.230 -2.362 -5.844
H 1.532 1.285 0.072
C 0.829 -4.096 2.208
H -1.122 0.569 1.848
H 0.499 -5.118 2.020
H 0.209 -3.305 1.787
C -3.732 -1.710 0.028
O -2.215 1.285 3.363
H 2.602 -2.617 3.988
C -0.449 -2.482 -4.268
C -5.453 -0.162 4.063
H -2.911 0.474 1.556
H -6.622 2.062 -1.995
H 6.256 3.378 0.144
C 1.789 0.253 -0.168
O -4.220 -0.335 3.439
H 0.963 -0.815 -4.278
H 3.253 6.067 0.467
C 1.514 4.456 -2.955
O -2.349 0.996 -1.033
H -2.121 2.029 1.607
O 1.042 -3.819 3.577
Cl 1.219 3.728 -1.369
H -5.913 -1.138 4.220
H 5.834 5.092 1.815
H -0.593 1.422 -1.771
C -2.096 1.023 2.028
O -0.410 -3.743 -4.944
Cl 0.319 -0.669 0.208
H 0.322 -4.000 -6.909
H 5.545 6.082 0.334
C 5.308 3.914 0.095
P -3.735 0.334 -1.663
H 2.681 -4.152 4.905
H -1.563 2.814 -1.330
H 3.687 6.001 2.170
Cl 2.295 6.045 -2.774
P -2.888 0.072 4.260
O -4.684 1.622 -1.779
H 1.546 -2.429 -3.707
O -3.581 -0.439 -2.956
C 3.745 5.459 1.227
H -6.100 0.461 3.446
C 2.205 -3.998 1.615
H 0.084 -1.479 3.730
Cl 0.005 4.682 -3.838
C -1.595 1.846 -1.830
H 2.355 -4.671 0.772
O -1.904 -1.168 3.913
H -3.412 -1.696 1.070
H -0.272 -0.501 5.089

Atoms 1-2, force components in eV/Å:
H 0.120 0.431 -0.414
H -0.429 -0.809 -0.054

Output
Orbital gap   9.50 eV
Structure (SMILES)   COP(=O)(OC)OC.COP(=O)(OC)OC.ClC(Cl)Cl.ClC(Cl)Cl.C1CCOC1.C1CCOC1.C1CCOC1
HOMO energy   -9.3497 eV
Spin multiplicity   1

***

Record 6
Molecular formula: C4H12N2O2
Method: DFT, ωB97M-V/def2-TZVPD

Cartesian coordinates (Å):
C -1.874 0.204 -0.544
H 2.109 0.798 0.440
H -2.451 0.665 -1.347
H -1.895 0.892 0.289
N 0.395 -0.863 -0.235
H 2.906 1.277 -1.659
H -0.511 -0.518 -2.041
H 0.095 0.917 -1.193
C 0.622 -0.680 1.158
N -2.595 -0.994 -0.098
H 1.404 -1.422 1.441
O 2.127 0.993 -1.171
C -0.455 -0.030 -1.044
H -2.188 -1.273 0.772
H 0.620 1.534 1.105
O -0.311 -0.608 1.969
H -2.478 -1.752 -0.747
H 1.774 0.862 2.275
H 1.334 -0.765 -0.663
C 1.371 0.766 1.294

Atoms 1-2, force components in eV/Å:
C -0.353 -0.615 0.118
H -0.027 -0.429 -0.652

Output
Orbital gap   5.58 eV
HOMO energy   -9.0475 eV
Spin multiplicity   1
Energy above the lowest of the compared OMol25 structures with the same formula, charge and spin   744.0 kJ/mol